ORCA calculation (wB97M-V/def2-TZVPD) on a structure of composition C28H26IIrN7O2S3 at a distorted geometry.

Summary:
energy relative to the best compared isomer or geometry (same formula, charge and spin)	39.1	kcal/mol
frontier orbital gap (spin up / spin down)	3.761 / 3.025	eV
calculated total energy	-3212.25822	Ha

ORCA input file:
```
! wB97M-V def2-TZVPD RIJCOSX def2/J DEFGRID3
* xyz 2 6
Ir 0.0319 0.3654 0.1725
I -2.3552 0.0447 -0.9811
S -1.2517 -0.0048 2.4629
S -3.4306 -7.9531 -2.3087
S -1.7924 -2.5955 3.7391
O 1.5915 0.8424 1.4930
O 2.3544 5.4782 -1.1141
N -3.9456 -6.3247 -4.3204
N -0.1368 -2.3565 1.7125
N -1.3995 -3.2674 -1.2170
N 4.5030 2.7973 2.0816
N -0.0828 2.2478 -0.5053
N 1.6800 -0.2635 -1.2382
N 0.4587 -1.5912 0.7108
C 3.9326 -1.2260 -2.5032
C -1.0006 2.6799 -1.4759
C -0.5679 -2.4453 5.0679
C 2.5438 5.4980 0.2991
C 3.2811 -1.9984 -1.5477
C 1.9657 3.0633 0.7102
C 2.8446 4.1312 0.8572
C -2.1128 -4.1428 -0.5142
C 3.4351 0.0277 -2.8101
C -2.8024 -5.2015 -1.0937
C 2.2975 0.4779 -2.1531
C -2.9388 3.6068 -3.3257
C 2.1628 -1.4744 -0.9316
C -3.4187 -6.4744 -3.1378
C 3.6737 1.7480 1.9851
C -1.9791 -4.4420 -3.2219
C 1.4367 -2.1780 0.1320
C -0.8184 3.8732 -2.2013
C -2.1435 1.9509 -1.7998
C -0.9215 -1.6699 2.4807
C -1.7707 4.3231 -3.0964
C 0.7540 3.2276 0.0080
C -2.7325 -5.3460 -2.4745
C 2.3793 1.8406 1.3771
C -3.1134 2.3940 -2.6826
C 4.0653 3.9305 1.5685
C 4.1319 0.4325 2.5023
C -1.3372 -3.4199 -2.5418
H 1.6187 5.8839 0.7318
H -1.8577 -4.5378 -4.2936
H 3.9165 0.6578 -3.5445
H 3.3396 6.1910 0.5771
H -3.9841 -5.4088 -4.7486
H 5.0554 0.5591 3.0594
H 0.0932 4.4421 -2.0765
H 3.3639 -0.0222 3.1297
H -0.3188 -1.3989 5.2276
H -3.6913 3.9719 -4.0103
H -3.3968 -5.8643 -0.4783
H -3.9961 1.7972 -2.8709
H 1.8628 1.4496 -2.3558
H 4.3082 -0.2531 1.6677
H 0.4777 4.2430 -0.2170
H -2.1267 -3.9996 0.5608
H 4.8210 -1.5995 -2.9945
H -1.0506 -2.8384 5.9600
H -4.3826 -7.0882 -4.8205
H 4.7162 4.7867 1.7258
H 3.2035 5.6119 -1.5456
H -1.5926 5.2488 -3.6275
H 3.6419 -2.9807 -1.2725
H -0.7441 -2.6919 -3.0837
H 1.7235 -3.1711 0.4616
H 0.3204 -3.0295 4.8427
*
```

Löwdin atomic charge list, values in e, 8 entries:
1 Ir 0.975
2 I 1.165
3 S 0.604
4 S 1.050
5 S 0.795
6 O -0.156
7 O -0.047
8 N 0.192